[1]
The following is a quantum chemistry calculation of a 4-piece molecular cluster, C24H54O12 overall, from the Open Molecules 2025 dataset.

```
90
C24H54O12 | the Open Molecules 2025 dataset | ωB97M-V/def2-TZVPD
C -0.702 -0.771 -2.749
C 0.814 -0.783 -2.476
C 1.191 -0.346 -1.052
C 2.647 0.132 -0.913
C 2.784 1.657 -0.899
O 1.914 2.328 -1.827
C 2.158 2.343 -3.145
O 1.402 2.829 -3.898
O 3.412 1.937 -3.509
H -0.946 -0.231 -3.668
H -1.241 -0.283 -1.928
H -1.088 -1.793 -2.836
H 1.199 -1.802 -2.614
H 1.329 -0.151 -3.213
H 1.037 -1.201 -0.381
H 0.507 0.449 -0.725
H 3.080 -0.229 0.028
H 3.261 -0.322 -1.708
H 3.820 1.979 -1.055
H 2.469 2.036 0.079
H 3.531 0.991 -3.342
C 4.592 -5.116 1.124
O 3.299 -5.541 0.763
C 2.291 -4.648 1.195
C 1.023 -4.839 0.396
O 1.064 -4.265 -0.901
C 1.774 -4.981 -1.899
C 0.997 -6.137 -2.485
O 0.978 -7.233 -1.593
C -0.097 -8.112 -1.831
H 4.718 -5.082 2.212
H 5.298 -5.834 0.710
H 4.813 -4.123 0.716
H 2.631 -3.610 1.088
H 2.066 -4.827 2.256
H 0.232 -4.291 0.914
H 0.744 -5.895 0.363
H 2.745 -5.321 -1.533
H 1.939 -4.261 -2.704
H 1.472 -6.434 -3.431
H -0.026 -5.807 -2.707
H -1.059 -7.593 -1.754
H -0.053 -8.893 -1.074
H -0.027 -8.576 -2.822
C -7.461 0.475 -1.404
O -6.425 0.140 -0.511
C -6.716 0.502 0.824
C -5.864 -0.286 1.793
O -6.294 -1.623 1.982
C -5.957 -2.555 0.969
C -4.527 -3.040 1.033
O -3.641 -2.060 0.530
C -2.324 -2.219 1.000
H -7.617 1.560 -1.453
H -7.170 0.118 -2.390
H -8.405 -0.001 -1.114
H -7.776 0.322 1.046
H -6.513 1.573 0.972
H -5.967 0.186 2.773
H -4.813 -0.241 1.496
H -6.180 -2.163 -0.026
H -6.601 -3.418 1.153
H -4.442 -3.960 0.435
H -4.275 -3.285 2.073
H -2.294 -2.177 2.096
H -1.727 -1.400 0.601
H -1.886 -3.162 0.653
C 4.956 7.509 3.354
O 3.680 6.994 3.057
C 2.653 7.952 3.228
C 1.418 7.568 2.445
O 1.520 7.816 1.054
C 2.248 6.870 0.288
C 1.471 5.615 -0.036
O 1.395 4.762 1.095
C 0.316 3.860 1.015
H 5.040 7.800 4.408
H 5.681 6.723 3.149
H 5.189 8.381 2.732
H 2.996 8.940 2.896
H 2.385 8.023 4.292
H 0.606 8.213 2.789
H 1.145 6.530 2.649
H 3.199 6.618 0.764
H 2.458 7.372 -0.659
H 1.971 5.093 -0.863
H 0.463 5.889 -0.372
H -0.644 4.380 0.919
H 0.308 3.276 1.934
H 0.427 3.185 0.158
```

Summary:
Energy (Ha): -1849.5451
SMILES: CCCCCOC(=O)O.COCCOCCOC.COCCOCCOC.COCCOCCOC
2S+1: 1
Frontier orbital gap (eV): 9.67
Relative energy (zero: lowest compared OMol25 entry of this formula, charge and spin) (eV): 2.824

Here are the Löwdin charges for atoms 1 to 6, given in e: -0.08, -0.24, -0.20, -0.17, -0.16, 0.00

[2]
The following is a quantum chemistry calculation of an isolated ion of composition C5H8IN2 and charge +1, from the Open Molecules 2025 dataset.

```
16
C5H8IN2 | the Open Molecules 2025 dataset | ωB97M-V/def2-TZVPD
C -0.123 0.487 0.083
C -0.968 -0.678 -0.094
C 1.301 0.800 -0.171
C -0.853 -1.590 -1.181
C -2.002 -0.716 0.970
N 2.076 -0.248 0.020
N 1.808 2.040 -0.307
I 4.036 -0.214 0.065
H -0.744 1.207 0.730
H -0.137 -1.594 -1.990
H -1.601 -2.369 -1.334
H -1.358 -0.492 1.822
H -2.374 -1.733 1.063
H -2.978 -0.019 0.982
H 1.212 2.814 -0.284
H 2.706 2.307 -0.375
```

Summary:
Net charge: +1
Energy (Ha): -602.1235
2S+1: 1
Frontier orbital gap (spin up / spin down) (eV): 6.00 / 5.86
Relative energy (zero: lowest compared OMol25 entry of this formula, charge and spin) (eV): 3.812

Here are the Löwdin charges for atoms 1 to 6, given in e: 0.16, -0.30, -0.51, 0.25, -0.07, -0.48

[3]
The following is a quantum chemistry calculation of a 4-piece molecular cluster, C15H35F3NO15P3S2 overall, from the Open Molecules 2025 dataset.

```
74
C15H35F3NO15P3S2 | the Open Molecules 2025 dataset | ωB97M-V/def2-TZVPD
C 1.107 -1.090 -0.516
S -0.313 -0.924 0.605
O 0.239 -0.662 1.910
O -0.972 -2.225 0.653
C -1.465 0.424 0.095
C -0.974 1.880 0.298
F -1.739 2.550 1.166
F 0.280 1.979 0.806
F -0.967 2.600 -0.819
C -1.931 -0.013 -1.360
O -1.551 0.396 -2.387
N -2.943 -0.982 -1.255
C -3.638 -0.937 0.050
C -2.835 0.153 0.820
S -2.845 0.090 2.646
H 2.032 -0.816 0.015
H 1.172 -2.152 -0.791
H 1.023 -0.425 -1.392
H -2.631 -1.911 -1.518
H -3.639 -1.945 0.486
H -4.670 -0.591 -0.120
H -3.450 1.047 0.602
H -2.748 -1.252 2.873
C 3.587 -3.421 4.533
O 2.456 -3.195 5.390
P 1.031 -4.012 4.982
O 0.114 -3.239 5.871
O 1.548 -5.398 5.668
C 1.808 -5.406 7.066
O -0.143 -4.866 4.119
C -0.023 -4.834 2.682
H 4.457 -2.949 4.986
H 3.783 -4.491 4.423
H 3.411 -2.976 3.553
H 1.281 -4.607 7.587
H 2.881 -5.306 7.239
H 1.479 -6.365 7.465
H 0.931 -5.270 2.376
H -0.093 -3.807 2.321
H -0.835 -5.417 2.253
C 3.809 2.253 -0.435
O 4.720 1.269 0.084
P 6.301 1.312 -0.519
O 6.730 -0.022 0.001
O 6.719 2.536 0.468
C 6.668 2.323 1.875
O 7.647 1.625 -1.492
C 7.372 2.020 -2.849
H 2.882 2.196 0.133
H 4.224 3.259 -0.336
H 3.597 2.045 -1.486
H 6.720 1.266 2.133
H 5.747 2.750 2.277
H 7.515 2.840 2.325
H 6.790 2.945 -2.869
H 6.827 1.229 -3.370
H 8.319 2.189 -3.356
C -4.537 4.634 -4.731
O -4.559 3.528 -3.814
P -5.898 2.497 -3.911
O -5.665 1.776 -2.622
O -5.285 1.705 -5.194
C -4.056 1.006 -5.024
O -7.433 1.877 -4.250
C -8.451 2.843 -4.574
H -3.569 5.124 -4.650
H -4.673 4.288 -5.759
H -5.320 5.350 -4.476
H -3.859 0.770 -3.979
H -3.237 1.610 -5.419
H -4.107 0.078 -5.592
H -8.173 3.407 -5.468
H -8.603 3.528 -3.737
H -9.379 2.310 -4.768
```

Summary:
Energy (Ha): -3895.8106
SMILES: CS(=O)(=O)[C@@]1(C(F)(F)F)C(=O)NC[C@H]1S.COP(=O)(OC)OC.COP(=O)(OC)OC.COP(=O)(OC)OC
2S+1: 1
Frontier orbital gap (eV): 7.61

Here are the Löwdin charges for atoms 1 to 6, given in e: -0.10, 0.67, -0.32, -0.32, -0.24, -0.57

[4]
The following is a quantum chemistry calculation of a 2-piece molecular cluster, C3H6N2O3 overall, from the Open Molecules 2025 dataset.

```
14
C3H6N2O3 | the Open Molecules 2025 dataset | ωB97M-V/def2-TZVPD
C -0.138 0.151 -1.240
C 0.395 -0.145 1.104
C 0.717 2.072 -0.099
N 0.390 0.592 -0.140
N -1.252 -2.596 -0.566
O -0.292 0.307 -2.352
O -1.313 -2.800 0.669
O -1.790 -3.257 -1.447
H -0.062 0.477 1.824
H -0.218 -1.016 1.129
H 1.292 -0.766 1.358
H -0.184 2.673 0.034
H 1.249 2.065 0.847
H 1.207 2.242 -1.120
```

Summary:
Energy (Ha): -452.9249
2S+1: 1
Frontier orbital gap (spin up / spin down) (eV): 8.49 / 5.56
Relative energy (zero: lowest compared OMol25 entry of this formula, charge and spin) (eV): 7.514

Here are the Löwdin charges for atoms 1 to 6, given in e: -0.23, -0.05, 0.03, -0.15, -0.26, 0.23

[5]
The following is a quantum chemistry calculation of C26H56F4N6RbSSi4Te as an isolated structure, from the Open Molecules 2025 dataset.

```
99
C26H56F4N6RbSSi4Te | the Open Molecules 2025 dataset | ωB97M-V/def2-TZVPD
Rb -0.274 0.114 2.271
N -2.097 2.450 -1.027
C -3.315 2.532 -1.832
C -3.917 1.173 -2.147
N -4.164 0.314 -1.008
C -5.019 0.895 0.009
C -4.284 1.536 1.178
N -3.310 0.619 1.775
C -4.506 -1.049 -1.415
C -3.284 -1.933 -1.515
N -2.729 -2.098 -0.168
H -1.457 3.193 -1.264
H -1.595 1.584 -1.199
H -3.146 3.003 -2.807
H -4.059 3.151 -1.319
H -3.235 0.653 -2.825
H -4.857 1.348 -2.703
H -5.651 0.100 0.413
H -5.701 1.641 -0.431
H -5.060 1.859 1.884
H -3.753 2.429 0.839
H -3.740 -0.260 2.058
H -2.958 1.000 2.653
H -5.064 -1.061 -2.366
H -5.153 -1.484 -0.651
H -2.574 -1.499 -2.227
H -3.583 -2.907 -1.913
H -2.632 -1.170 0.241
H -1.793 -2.486 -0.217
C -2.479 -2.730 3.894
N -3.469 -1.716 3.551
C -4.559 -2.298 2.800
C -3.977 -0.989 4.705
C -2.922 -0.330 5.571
N -2.161 0.633 4.801
C -1.108 1.222 5.336
C -0.340 2.130 4.529
F -0.784 2.374 3.266
C 0.806 2.754 4.925
F 1.434 3.554 4.048
C 1.333 2.601 6.196
C 0.598 1.775 7.031
F 1.027 1.591 8.295
C -0.546 1.129 6.655
F -1.171 0.393 7.602
H -2.896 -3.484 4.590
H -1.587 -2.294 4.338
H -2.150 -3.241 2.989
H -5.089 -3.080 3.377
H -4.182 -2.737 1.874
H -5.293 -1.526 2.543
H -4.571 -1.664 5.353
H -4.657 -0.214 4.331
H -2.298 -1.110 6.017
H -3.466 0.132 6.407
H 2.253 3.074 6.506
C 3.243 -3.249 -4.174
Si 3.125 -1.420 -4.587
C 4.681 -0.951 -5.551
C 1.688 -1.196 -5.765
Si 2.767 -0.189 -2.632
Te 0.428 -0.385 -1.994
Si 3.269 2.038 -3.096
C 2.300 2.602 -4.602
C 2.766 3.140 -1.666
C 5.096 2.369 -3.445
Si 4.380 -0.923 -1.112
C 4.701 0.345 0.236
C 3.926 -2.541 -0.300
C 6.024 -1.163 -2.011
H 3.221 -3.861 -5.084
H 2.399 -3.545 -3.538
H 4.167 -3.478 -3.628
H 4.800 -1.594 -6.432
H 5.582 -1.043 -4.932
H 4.619 0.090 -5.897
H 1.806 -1.840 -6.645
H 1.616 -0.153 -6.100
H 0.746 -1.440 -5.260
H 1.232 2.397 -4.450
H 2.616 2.062 -5.505
H 2.436 3.677 -4.775
H 1.726 2.931 -1.384
H 2.849 4.198 -1.944
H 3.389 2.965 -0.780
H 5.468 1.726 -4.252
H 5.706 2.166 -2.555
H 5.257 3.415 -3.734
H 3.779 0.596 0.774
H 5.110 1.274 -0.179
H 5.420 -0.055 0.960
H 2.999 -2.463 0.281
H 4.727 -2.859 0.376
H 3.773 -3.328 -1.050
H 6.318 -0.262 -2.564
H 5.962 -1.989 -2.730
H 6.818 -1.398 -1.292
S 1.259 -3.851 3.907
C 0.968 -2.405 3.298
```

Summary:
Net charge: -2
Energy (Ha): -3600.6067
2S+1: 2
Frontier orbital gap (spin up / spin down) (eV): 3.45 / 5.94
Relative energy (zero: lowest compared OMol25 entry of this formula, charge and spin) (eV): 0.511

Here are the Löwdin charges for atoms 1 to 6, given in e: 0.62, 0.02, -0.28, -0.21, -0.16, -0.20

[6]
The following is a quantum chemistry calculation of C22H18N4OS in the gas phase, from the Open Molecules 2025 dataset.

```
46
C22H18N4OS | the Open Molecules 2025 dataset | ωB97M-V/def2-TZVPD
C -3.238 -5.274 0.764
C -3.668 -3.963 1.359
C -4.865 -3.870 2.051
C -5.286 -2.675 2.610
C -4.498 -1.546 2.480
C -3.299 -1.610 1.795
C -2.879 -2.810 1.232
N -1.674 -2.910 0.533
C -0.774 -1.951 0.254
N -0.832 -0.699 0.569
C 0.249 -0.002 0.135
C 0.332 1.415 0.497
C -0.816 2.202 0.438
C -0.759 3.540 0.781
C 0.437 4.104 1.195
C 1.576 3.320 1.281
C 1.527 1.982 0.939
C 1.173 -0.735 -0.575
C 2.419 -0.367 -1.259
O 3.320 -1.159 -1.438
N 2.427 0.933 -1.700
C 3.478 1.646 -2.266
C 3.311 3.016 -2.473
C 4.343 3.741 -3.036
C 5.511 3.071 -3.372
N 5.678 1.776 -3.176
C 4.698 1.075 -2.641
S 0.679 -2.406 -0.650
H -3.986 -6.037 0.965
H -3.122 -5.197 -0.318
H -2.294 -5.611 1.193
H -5.480 -4.752 2.154
H -6.223 -2.631 3.144
H -4.814 -0.609 2.914
H -2.675 -0.739 1.690
H -1.443 -3.831 0.190
H -1.742 1.752 0.117
H -1.652 4.146 0.726
H 0.479 5.150 1.461
H 2.506 3.751 1.621
H 2.412 1.367 1.026
H 1.603 1.486 -1.500
H 2.382 3.495 -2.189
H 4.243 4.802 -3.208
H 6.350 3.591 -3.816
H 4.883 0.021 -2.500
```

Summary:
Energy (Ha): -1541.6502
SMILES: Cc1ccccc1Nc1nc(-c2ccccc2)c(C(=O)Nc2cccnc2)s1
2S+1: 1
Frontier orbital gap (eV): 7.92
Relative energy (zero: lowest compared OMol25 entry of this formula, charge and spin) (eV): 0.284

Here are the Löwdin charges for atoms 1 to 6, given in e: -0.05, -0.22, -0.05, -0.09, -0.08, -0.02

[7]
The following is a quantum chemistry calculation of a 31-piece molecular cluster, C6H76NO32 overall, from the Open Molecules 2025 dataset.

```
115
C6H76NO32 | the Open Molecules 2025 dataset | ωB97M-V/def2-TZVPD
C 1.643 -1.938 3.295
O 0.947 -2.653 2.265
C 0.271 -1.892 1.370
C 1.198 -1.366 0.234
N 0.476 -0.563 -0.863
H 0.881 -0.817 -1.668
H -0.342 -1.006 -1.162
C -0.008 0.757 -0.617
C -0.669 1.365 -1.627
O -1.118 2.680 -1.322
C -1.827 3.463 -2.396
H 2.241 -2.723 3.674
H 0.863 -1.413 3.794
H 2.414 -1.306 3.029
H -0.218 -1.034 1.792
H -0.439 -2.444 0.932
H 1.633 -2.243 -0.169
H 2.191 -0.824 0.561
H 0.764 1.275 0.037
H -0.754 0.653 0.171
H -1.607 0.746 -1.717
H 0.056 1.329 -2.473
H -2.770 3.412 -2.454
H -1.374 3.305 -3.297
H -1.600 4.349 -2.138
O -4.315 3.675 0.038
H -4.169 4.530 -0.309
H -5.142 3.655 0.706
O 4.638 -3.309 4.750
H 4.731 -4.285 4.681
H 5.500 -3.123 5.131
O 2.031 -1.414 -3.071
H 2.251 -0.977 -3.852
H 2.794 -1.848 -3.021
O 3.112 2.173 -1.890
H 2.769 2.553 -2.813
H 3.943 1.935 -2.170
O -3.095 1.666 -4.861
H -3.290 2.611 -4.519
H -3.554 1.602 -5.668
O -4.484 0.296 -2.763
H -3.979 0.920 -3.317
H -3.935 -0.379 -2.910
O 2.843 -2.431 6.754
H 3.281 -2.264 5.967
H 3.380 -1.849 7.302
O -1.741 -1.954 -1.468
H -2.552 -1.898 -0.872
H -1.604 -2.839 -1.572
O -2.586 -0.363 2.984
H -3.498 -0.104 3.399
H -2.370 0.522 2.979
O 1.027 2.126 2.143
H 0.087 2.551 2.382
H 1.401 2.961 2.221
O -2.725 -1.549 -3.567
H -2.026 -1.862 -2.952
H -2.207 -1.365 -4.423
O 1.248 5.001 -1.351
H 1.342 4.249 -1.918
H 0.523 4.728 -0.859
O -0.266 5.116 -4.851
H 0.492 5.541 -5.159
H -0.562 4.701 -5.684
O 0.140 -4.330 3.221
H 0.874 -3.946 2.635
H -0.503 -3.569 3.581
O -0.432 -4.376 -1.030
H -0.419 -5.059 -0.229
H 0.456 -4.505 -1.734
O -1.477 -2.265 4.152
H -1.662 -1.538 3.650
H -2.238 -2.772 4.079
O -3.751 6.312 -1.442
H -3.756 6.958 -2.143
H -3.285 6.678 -0.698
O -3.516 4.362 -4.028
H -3.428 5.118 -3.464
H -4.437 4.434 -4.493
O 2.018 1.402 4.941
H 2.142 2.082 5.498
H 1.391 0.840 5.517
O 4.225 -3.287 -1.893
H 4.063 -3.467 -1.080
H 4.662 -4.241 -2.236
O 2.286 -4.981 0.424
H 1.748 -4.394 0.148
H 2.016 -5.905 0.081
O -3.864 0.681 -0.186
H -4.215 0.470 -1.187
H -4.244 1.485 0.167
O 5.378 -1.147 2.588
H 6.199 -1.676 3.000
H 5.031 -0.960 3.456
O 1.568 3.388 -3.789
H 1.223 2.535 -4.103
H 0.765 3.953 -4.196
O -1.122 -5.479 0.849
H -0.705 -5.165 1.574
H -2.074 -5.811 0.997
O -0.848 4.771 0.507
H -0.215 4.747 1.170
H -0.696 3.846 0.294
O 1.127 1.071 -4.996
H 1.721 1.030 -5.823
H 0.152 0.998 -5.390
O 4.229 -3.432 0.799
H 3.752 -4.174 1.239
H 4.433 -2.747 1.420
O -2.713 -1.682 0.727
H -2.464 -1.340 1.528
H -3.305 -0.988 0.226
O 0.439 -1.210 6.583
H 0.894 -2.106 6.578
H 0.291 -1.018 7.656
```

Summary:
Net charge: +1
Energy (Ha): -2735.9070
2S+1: 1
Frontier orbital gap (eV): 9.01
Relative energy (zero: lowest compared OMol25 entry of this formula, charge and spin) (eV): 3.877

Here are the Löwdin charges for atoms 1 to 6, given in e: 0.00, -0.24, -0.20, 0.01, 0.10, 0.07

[8]
The following is a quantum chemistry calculation of an isolated ion of composition C3H11N2S and charge +1, from the Open Molecules 2025 dataset.

```
17
C3H11N2S | the Open Molecules 2025 dataset | ωB97M-V/def2-TZVPD
C 2.393 0.568 0.145
N 0.998 1.056 0.048
C -0.128 -0.069 -0.035
N 0.050 -1.096 -0.893
S -1.778 0.968 -0.382
C -2.741 -0.325 0.454
H 2.645 -0.075 -0.728
H 3.192 1.321 0.075
H 2.582 -0.225 0.909
H 0.919 1.741 -0.651
H 0.916 1.615 0.939
H -0.235 -0.392 1.043
H -0.455 -1.908 -0.737
H -0.093 -0.949 -1.903
H -3.840 0.084 0.479
H -2.312 -0.566 1.448
H -2.638 -1.109 -0.237
```

Summary:
Net charge: +1
Energy (Ha): -628.3017
SMILES: C[NH2+][C@H](N)SC
2S+1: 1
Frontier orbital gap (eV): 9.57
Relative energy (zero: lowest compared OMol25 entry of this formula, charge and spin) (eV): 2.052

Here are the Löwdin charges for atoms 1 to 6, given in e: -0.04, 0.01, -0.55, 0.06, 0.79, -0.41